Model P:
Molecular formula: C2H13N2O2
Method: DFT, ωB97M-V/def2-TZVPD

```
! RIJCOSX wB97M-V def2-TZVPD def2/J DEFGRID3
* xyz 1 1
O -2.437 -2.391 0.659
O -1.096 1.352 1.822
N 2.432 1.379 -1.470
N -0.233 -0.692 0.171
C 1.056 0.934 -1.266
C 1.096 -0.380 -0.469
H 2.524 1.846 -2.358
H -0.601 0.099 0.721
H 0.531 0.900 -2.220
H 0.507 1.681 -0.658
H 1.288 -1.143 -1.227
H 2.779 2.043 -0.789
H -2.876 -2.251 1.504
H -0.896 -1.091 -0.491
H 1.916 -0.355 0.245
H 0.019 -1.381 0.853
H -2.550 -3.323 0.446
H -0.590 1.946 2.391
H -1.612 1.957 1.271
*
```

Its LUMO energy is -3.06 eV. The HOMO energy is -13.1156 eV.

=====

Model Q:
Molecular formula: C2H13N2O2
Method: DFT, ωB97M-V/def2-TZVPD

```
! RIJCOSX wB97M-V def2-TZVPD def2/J DEFGRID3
* xyz 1 1
O -0.170 1.368 2.393
O 2.710 0.166 0.334
N -0.317 -1.861 -1.062
N -0.011 0.799 -0.447
C -1.461 -0.955 -1.361
C -1.375 0.175 -0.355
H -0.995 1.349 2.902
H -2.120 0.948 -0.547
H -1.498 -0.220 0.640
H 0.631 0.329 0.201
H -2.437 -1.435 -1.334
H -0.039 1.779 -0.170
H 0.445 1.766 3.021
H -1.247 -0.555 -2.353
H -0.597 -2.394 -0.247
H 0.322 0.556 -1.381
H -0.177 -2.534 -1.805
H 2.795 -0.777 0.128
H 3.529 0.582 0.035
*
```

Its LUMO energy is -2.82 eV. The HOMO energy is -14.0969 eV.

=====

We find model Q to be the most stable, with the next structure 0.0095 hartree higher.

=====

Model P:
Molecular formula: C24H72O12S12
Method: DFT, ωB97M-V/def2-TZVPD

```
! RIJCOSX wB97M-V def2-TZVPD def2/J DEFGRID3
* xyz 0 1
S -17.236 -38.099 -17.630
S -14.149 -36.665 -10.696
S -10.116 -45.209 -9.882
S -16.191 -35.698 -14.279
S -8.805 -40.316 -9.784
S -16.139 -41.827 -18.622
S -18.232 -42.378 -11.547
S -10.935 -38.745 -14.629
S -12.851 -44.446 -15.328
S -15.136 -41.385 -8.812
S -12.201 -40.310 -18.930
S -14.551 -40.437 -12.725
O -17.677 -37.839 -16.268
O -14.147 -44.469 -14.577
O -17.473 -41.145 -18.357
O -17.062 -41.377 -11.305
O -16.230 -35.685 -12.755
O -14.493 -42.640 -9.263
O -14.225 -37.092 -9.258
O -13.844 -39.136 -13.210
O -10.846 -38.462 -16.172
O -10.420 -46.391 -10.864
O -8.310 -40.530 -11.201
O -13.547 -40.001 -19.521
C -15.496 -41.825 -7.080
C -12.760 -45.774 -16.488
C -16.597 -34.050 -14.762
C -18.934 -42.340 -9.868
C -16.414 -42.872 -20.138
C -10.972 -45.510 -8.234
C -11.219 -43.949 -10.501
C -10.062 -37.389 -13.788
C -15.452 -38.653 -17.237
C -11.629 -44.978 -14.099
C -11.806 -41.985 -19.332
C -16.114 -43.145 -17.440
C -14.461 -35.702 -14.735
C -14.061 -34.905 -10.700
C -10.146 -39.141 -9.965
C -9.821 -40.090 -14.075
C -17.292 -43.807 -11.222
C -15.336 -41.161 -14.100
C -7.521 -39.200 -8.927
C -13.297 -41.681 -12.447
C -13.800 -40.223 -8.416
C -12.497 -36.902 -11.292
C -17.115 -36.511 -18.273
C -12.600 -40.686 -17.272
H -14.260 -35.436 -15.719
H -16.147 -40.984 -6.771
H -10.666 -44.425 -14.377
H -17.040 -43.845 -10.188
H -12.442 -36.512 -12.268
H -15.713 -39.588 -16.747
H -10.372 -38.970 -8.989
H -12.693 -41.326 -11.565
H -16.238 -43.907 -11.736
H -10.737 -43.411 -11.473
H -16.703 -42.158 -21.017
H -11.013 -39.534 -10.461
H -14.478 -41.771 -6.603
H -14.041 -34.927 -14.162
H -19.545 -41.329 -9.986
H -13.293 -39.777 -16.990
H -8.776 -39.583 -13.892
H -15.289 -43.923 -17.326
H -19.420 -43.146 -9.508
H -10.474 -36.590 -14.049
H -8.956 -37.293 -13.983
H -12.228 -44.095 -10.839
H -12.494 -37.923 -11.383
H -13.599 -45.815 -17.391
H -17.887 -44.642 -11.499
H -14.115 -39.168 -8.075
H -17.360 -43.552 -19.954
H -11.553 -40.830 -16.572
H -13.093 -46.690 -16.040
H -10.422 -40.537 -13.230
H -16.416 -36.712 -18.973
H -14.494 -41.631 -14.931
H -13.232 -34.482 -10.173
H -16.656 -35.729 -17.561
H -12.039 -44.817 -13.163
H -15.867 -42.787 -7.288
H -11.669 -41.787 -20.491
H -17.497 -33.623 -14.300
H -13.291 -39.855 -9.154
H -11.771 -45.865 -16.814
H -14.039 -34.425 -11.665
H -17.888 -36.216 -18.870
H -11.715 -36.670 -10.627
H -14.904 -34.606 -9.904
H -15.836 -33.306 -14.457
H -15.836 -42.108 -13.795
H -16.129 -42.549 -16.656
H -9.833 -40.883 -14.877
H -10.416 -46.457 -8.084
H -17.056 -43.532 -17.449
H -11.096 -44.711 -7.645
H -9.912 -37.486 -12.768
H -13.410 -41.503 -17.308
H -14.860 -38.047 -16.532
H -15.382 -43.186 -20.492
H -16.048 -40.378 -14.514
H -16.859 -34.095 -15.861
H -10.939 -42.133 -18.697
H -7.993 -38.497 -8.214
H -11.203 -43.002 -9.779
H -11.463 -46.007 -14.248
H -13.731 -36.524 -14.569
H -6.705 -39.483 -8.524
H -18.261 -42.172 -9.033
H -12.790 -41.498 -13.209
H -13.643 -42.630 -12.259
H -12.009 -45.815 -8.381
H -7.457 -38.619 -9.799
H -13.219 -40.623 -7.838
H -15.006 -38.975 -18.118
H -9.697 -38.183 -10.392
H -12.515 -42.738 -19.033
*
```

Its LUMO energy is 0.16 eV. The HOMO energy is -7.6922 eV.

=====

Model Q:
Molecular formula: C24H72O12S12
Method: DFT, ωB97M-V/def2-TZVPD

```
! RIJCOSX wB97M-V def2-TZVPD def2/J DEFGRID3
* xyz 0 1
S -7.775 -25.479 1.372
S 0.383 -17.442 6.270
S -17.728 -11.869 5.790
S -19.642 -20.479 6.066
S -12.152 -11.502 9.727
S -17.427 -26.661 -0.705
S 0.537 -23.475 -0.957
S -4.909 -11.151 -4.704
S -15.189 -14.879 -4.616
S -9.361 -21.372 -7.597
S -4.611 -10.181 4.706
S -9.631 -18.228 2.244
O -12.276 -12.205 11.069
O -20.668 -20.243 4.959
O -4.148 -12.356 -4.201
O -7.547 -24.057 1.896
O -16.802 -27.053 0.635
O -10.480 -16.928 2.292
O -5.466 -10.149 6.006
O -17.434 -12.866 6.918
O 0.955 -18.181 5.045
O 0.966 -22.488 -2.038
O -13.899 -15.327 -5.290
O -8.738 -22.482 -6.808
C -14.876 -14.587 -2.830
C -16.191 -11.506 4.840
C -0.407 -22.394 0.262
C -4.094 -10.725 -6.309
C -16.143 -16.415 -4.286
C 2.018 -23.644 0.162
C -6.420 -11.953 -5.308
C -8.468 -18.070 0.764
C -5.052 -11.810 3.905
C -8.675 -19.782 -6.930
C -2.834 -10.711 5.091
C 1.230 -15.892 6.254
C -10.808 -10.213 9.723
C -19.087 -25.872 -0.557
C -1.298 -16.826 5.722
C -11.277 -12.635 8.642
C -18.071 -10.219 6.577
C -7.737 -25.192 -0.468
C -10.735 -19.470 1.396
C -9.605 -25.797 1.631
C -16.441 -25.162 -1.301
C -18.389 -19.173 5.774
C -20.429 -19.875 7.639
C -8.551 -21.357 -9.250
H 0.203 -21.491 0.286
H -9.043 -19.549 -5.930
H -10.191 -24.939 1.302
H -2.015 -17.648 5.735
H -14.394 -15.426 -2.328
H -8.968 -18.892 -7.487
H -6.212 -12.921 -5.764
H -14.233 -13.709 -2.773
H -4.771 -10.001 -6.762
H -17.530 -19.694 5.350
H -1.254 -16.314 4.761
H -7.595 -19.790 -6.781
H -19.722 -26.599 -0.050
H -4.185 -12.131 3.328
H -21.122 -20.527 8.171
H -15.447 -11.236 5.589
H -17.921 -9.383 5.893
H -19.079 -25.013 0.114
H -5.868 -11.568 3.223
H -8.062 -26.020 -1.099
H -1.392 -22.168 -0.148
H -7.055 -12.252 -4.474
H -16.341 -10.793 4.029
H -19.719 -19.579 8.411
H -15.896 -12.447 4.376
H 2.909 -24.143 -0.220
H -6.991 -11.292 -5.961
H -7.878 -18.984 0.694
H -19.044 -10.070 7.046
H -7.493 -21.107 -9.314
H -10.202 -20.220 0.813
H -8.654 -22.276 -9.828
H -16.999 -24.752 -2.143
H -2.194 -11.013 4.263
H -15.852 -14.389 -2.388
H -10.834 -9.774 8.726
H -9.903 -26.670 1.050
H -11.523 -19.873 2.031
H 2.332 -22.613 0.325
H -19.555 -25.434 -1.438
H 0.971 -15.327 7.150
H -18.214 -18.745 6.762
H 2.252 -16.257 6.352
H -7.701 -17.337 1.015
H -1.822 -16.158 6.406
H -2.952 -11.636 5.656
H -8.873 -20.451 -9.763
H -16.519 -24.425 -0.502
H -17.173 -16.261 -3.967
H -2.437 -9.942 5.754
H 1.968 -24.051 1.172
H -18.766 -18.468 5.034
H -11.986 -13.426 8.396
H -9.900 -10.764 9.965
H -10.939 -12.143 7.730
H -10.373 -12.988 9.139
H -11.262 -18.845 0.675
H 0.964 -15.325 5.363
H -15.635 -17.058 -3.567
H -16.259 -16.937 -5.236
H -3.992 -11.618 -6.927
H -17.271 -10.110 7.309
H -6.741 -25.010 -0.872
H -0.491 -22.866 1.241
H -15.423 -25.380 -1.622
H -9.915 -25.920 2.669
H -5.262 -12.565 4.662
H -3.101 -10.296 -6.180
H -9.031 -17.917 -0.156
H -21.009 -18.998 7.353
H -11.081 -9.537 10.533
H -8.424 -24.356 -0.593
*
```

Its LUMO energy is 0.19 eV. The HOMO energy is -8.7583 eV.

=====

We find model Q to be the most stable, with the next structure 0.3133 hartree higher.

=====

Model P:
Molecular formula: C3H4S
Method: DFT, ωB97M-V/def2-TZVPD

```
! RIJCOSX wB97M-V def2-TZVPD def2/J DEFGRID3
* xyz 0 1
S -2.843 -0.274 -0.066
C 1.362 -0.865 0.001
C 0.423 0.162 -0.101
C -1.628 0.739 0.054
H 2.322 -0.782 -0.240
H 0.688 1.113 -0.293
H -1.465 1.710 0.285
H 1.140 -1.804 0.360
*
```

Its LUMO energy (spin up / spin down) is -0.64 / -0.64 eV. The HOMO energy (spin up / spin down) is -8.5121 / -8.5125 eV.

=====

Model Q:
Molecular formula: C3H4S
Method: DFT, ωB97M-V/def2-TZVPD

```
! RIJCOSX wB97M-V def2-TZVPD def2/J DEFGRID3
* xyz 0 1
S 2.175 -0.485 -0.004
C 1.225 1.138 0.065
C 0.498 0.093 -0.013
C -1.184 -0.606 -0.023
H 1.495 2.052 -0.289
H -1.059 -1.477 -0.598
H -1.325 -1.043 1.051
H -1.824 0.329 -0.189
*
```

Its LUMO energy is 0.82 eV. The HOMO energy is -7.5909 eV. As for the SMILES: CC1=CS1.

=====

We find model Q to be the most stable, with the next structure 0.0349 hartree higher.

=====

Model P:
Molecular formula: C5H6OS2
Method: DFT, ωB97M-V/def2-TZVPD

```
! RIJCOSX wB97M-V def2-TZVPD def2/J DEFGRID3
* xyz 0 1
S 0.346 0.422 1.734
S 1.450 0.512 -1.562
O -1.995 -0.742 2.324
C -1.133 -0.413 1.350
C -1.647 -0.627 0.060
C -2.888 -1.217 0.319
C 3.048 1.179 -1.042
C -3.083 -1.277 1.697
H -1.051 -0.313 -0.715
H -3.668 -1.516 -0.394
H 3.096 0.849 -0.027
H 3.322 2.312 -1.191
H 3.612 0.495 -1.655
H -3.945 -1.677 2.234
*
```

Its LUMO energy (spin up / spin down) is -1.43 / -2.06 eV. The HOMO energy (spin up / spin down) is -8.5176 / -8.7002 eV.

=====

Model Q:
Molecular formula: C5H6OS2
Method: DFT, ωB97M-V/def2-TZVPD

```
! RIJCOSX wB97M-V def2-TZVPD def2/J DEFGRID3
* xyz 0 1
S 2.427 -0.978 -0.080
S -2.583 -0.597 -0.457
O -0.306 1.481 -0.438
C 1.232 0.097 -0.186
C -0.221 0.685 1.945
C -0.149 0.364 0.451
C 0.896 1.283 -1.097
C -1.120 -0.822 0.183
H 0.572 1.417 2.204
H 0.917 1.025 -2.179
H -1.191 1.118 2.210
H 1.578 2.123 -0.943
H -0.065 -0.194 2.576
H -0.706 -1.782 0.459
*
```

Its LUMO energy is -0.84 eV. The HOMO energy is -8.8144 eV. As for the SMILES: C[C@@]1(C=S)OCC1=S.

=====

We find model Q to be the most stable, with the next structure 0.0387 hartree higher.

=====

Model P:
Molecular formula: C5H6OS2
Method: DFT, ωB97M-V/def2-TZVPD

```
! RIJCOSX wB97M-V def2-TZVPD def2/J DEFGRID3
* xyz 0 1
S -1.252 1.953 -0.015
S -2.449 0.011 -0.057
O 0.743 -0.544 0.042
C 0.763 0.633 -0.515
C 1.578 1.584 0.296
C -2.012 -1.492 0.111
C 0.415 -1.812 -0.192
C -0.874 -2.283 -0.100
H -2.373 2.318 -0.602
H 1.261 2.665 -0.047
H 1.305 -2.518 -0.213
H 1.401 1.497 1.361
H -1.057 -3.300 -0.074
H 2.551 1.289 0.006
*
```

Its LUMO energy (spin up / spin down) is -0.94 / -0.94 eV. The HOMO energy (spin up / spin down) is -7.8787 / -7.8792 eV.

=====

Model Q:
Molecular formula: C5H6OS2
Method: DFT, ωB97M-V/def2-TZVPD

```
! RIJCOSX wB97M-V def2-TZVPD def2/J DEFGRID3
* xyz 0 1
S 2.904 0.299 -0.319
S -2.508 0.692 0.523
O -0.984 1.272 0.106
C 1.387 1.188 0.281
C 0.100 0.419 0.138
C -2.444 -0.897 -0.223
C -1.279 -1.528 -0.352
C -0.010 -0.904 -0.013
H 3.754 1.237 0.102
H -3.399 -1.295 -0.513
H 1.547 1.446 1.329
H 0.873 -1.517 0.020
H 1.300 2.108 -0.300
H -1.241 -2.520 -0.779
*
```

Its LUMO energy is 0.32 eV. The HOMO energy is -7.7975 eV. As for the SMILES: SCC1=CC=CSO1.

=====

Model R:
Molecular formula: C5H6OS2
Method: DFT, ωB97M-V/def2-TZVPD

```
! RIJCOSX wB97M-V def2-TZVPD def2/J DEFGRID3
* xyz 0 1
S -2.429 -0.717 0.700
S 0.567 2.191 -0.988
O 1.282 -1.449 -0.291
C 0.711 0.659 -0.473
C 0.342 -0.485 0.442
C -1.025 -1.117 0.083
C 0.720 -0.191 1.801
C 1.624 -0.303 -1.162
H -0.962 -2.184 -0.323
H 0.283 0.937 1.975
H 2.753 -0.148 -1.143
H 1.850 -0.490 2.204
H -0.067 -0.935 2.418
H 1.460 -0.553 -2.342
*
```

Its LUMO energy is -1.05 eV. The HOMO energy is -8.9168 eV. As for the SMILES: C[C@]1(C=S)OCC1=S.

=====

Model S:
Molecular formula: C5H6OS2
Method: DFT, ωB97M-V/def2-TZVPD

```
! RIJCOSX wB97M-V def2-TZVPD def2/J DEFGRID3
* xyz 0 1
S -0.791 1.705 -0.779
S 2.247 -0.348 -0.034
O 0.056 -1.475 -1.125
C -2.263 -1.681 0.301
C 0.663 -0.655 -0.213
C -1.622 -0.446 0.508
C -0.413 0.320 0.430
C 0.182 0.689 1.826
H 0.360 2.323 -0.978
H -0.882 -1.671 -0.496
H -0.529 1.453 2.062
H -0.023 -0.199 2.566
H 1.163 1.179 1.703
H -3.111 -2.354 0.034
*
```

Its LUMO energy is -0.76 eV. The HOMO energy is -8.7760 eV. As for the SMILES: C#C[C@](C)(S)C(O)=S.

=====

We find model Q to be the most stable, with the next structure 0.1028 hartree higher.

=====

Model P:
Molecular formula: C3H10N3P
Method: DFT, ωB97M-V/def2-TZVPD

```
! RIJCOSX wB97M-V def2-TZVPD def2/J DEFGRID3
* xyz 2 1
P -0.262 2.630 1.818
N -1.248 -0.051 0.506
N -3.198 -1.207 0.046
N 0.351 1.544 0.574
C -1.949 -0.922 -0.154
C 2.858 -1.396 -1.664
C -0.061 0.419 0.085
H 0.956 3.311 2.034
H 2.295 -1.870 -2.334
H -1.296 -1.333 -0.866
H 2.558 -1.045 -0.657
H -1.786 0.256 1.277
H 3.877 -1.303 -1.776
H -0.858 3.626 0.918
H -3.773 -1.843 -0.504
H 1.231 1.809 0.105
H -3.736 -0.702 0.791
*
```

Its LUMO energy (spin up / spin down) is -12.13 / -12.06 eV. The HOMO energy (spin up / spin down) is -16.3056 / -16.3386 eV.

=====

Model Q:
Molecular formula: C3H10N3P
Method: DFT, ωB97M-V/def2-TZVPD

```
! RIJCOSX wB97M-V def2-TZVPD def2/J DEFGRID3
* xyz 2 1
P -2.957 0.173 0.017
N -0.153 -1.105 0.019
N 0.992 -3.072 0.294
N -1.165 0.857 0.020
C 0.994 -1.837 0.005
C 1.851 2.818 0.103
C -0.083 0.273 0.078
H -2.970 -0.048 -1.384
H 0.239 -3.569 0.586
H -3.740 1.479 0.000
H 1.343 3.401 -0.690
H -1.237 1.940 -0.021
H 1.861 -3.611 -0.065
H 1.873 -1.344 -0.267
H 1.197 2.568 0.889
H -0.956 -1.559 0.310
H 2.909 2.636 0.107
*
```

Its LUMO energy (spin up / spin down) is -11.19 / -10.02 eV. The HOMO energy (spin up / spin down) is -16.7845 / -17.2849 eV.

=====

We find model Q to be the most stable, with the next structure 0.0084 hartree higher.

=====

Model P:
Molecular formula: C6H10S
Method: DFT, ωB97M-V/def2-TZVPD

```
! RIJCOSX wB97M-V def2-TZVPD def2/J DEFGRID3
* xyz 0 1
S -1.464 -0.859 -3.099
C -0.949 1.075 -0.927
C -0.761 0.045 -1.698
C -0.607 -0.536 0.738
C -0.410 0.960 0.342
C 1.663 0.090 1.656
C 0.667 -0.031 0.415
H 1.308 -0.552 2.462
H 1.589 1.090 2.073
H -0.776 -0.857 1.718
H -0.747 -1.985 -3.122
H -1.317 -1.181 0.008
H -0.580 1.801 1.025
H 2.711 -0.138 1.404
H 1.147 -0.286 -0.480
H -1.288 2.046 -1.301
H -0.185 -0.680 -1.213
*
```

Its LUMO energy is 0.79 eV. The HOMO energy is -7.8633 eV. As for the SMILES: C[C@H]1C[C@@H]1/C=C/S.

=====

Model Q:
Molecular formula: C6H10S
Method: DFT, ωB97M-V/def2-TZVPD

```
! RIJCOSX wB97M-V def2-TZVPD def2/J DEFGRID3
* xyz 0 1
S -1.402 -0.004 -0.034
C 0.933 -0.027 0.397
C 0.668 1.257 -0.426
C -0.817 1.678 -0.291
C -0.225 0.017 1.423
C -0.772 -1.641 -0.420
C 0.796 -1.378 -0.418
H -1.397 -1.966 -1.162
H 1.943 -0.029 0.916
H -2.736 0.067 0.366
H -0.171 -0.920 1.937
H -1.411 2.191 -1.246
H 0.868 0.944 -1.404
H 1.272 -1.295 -1.456
H 1.341 2.162 -0.176
H 1.297 -2.076 0.203
H -0.186 1.019 1.790
*
```

Its LUMO energy is 0.35 eV. The HOMO energy is -6.8365 eV.

=====

We find model P to be the most stable, with the next structure 0.1396 hartree higher.